(1)
Here is C7H14N2 in the gas phase in a non-equilibrium geometry from the Open Molecules 2025 dataset. Energies are from ωB97M-V with the def2-TZVPD basis set.

Output
total charge: 0
spin multiplicity: 1
Kohn-Sham gap (alpha / beta): 7.474 / 7.476 eV
highest occupied orbital energy (alpha / beta): -6.62 / -6.62 eV

Last column: natural (NBO) charge in e.
Cartesian coordinates (Å):
C: 0.7248 -0.6644 0.1097  -0.071
C: -1.6125 0.1878 -0.9868  -0.092
C: 2.0362 -0.8280 0.3656  -0.018
C: -2.9517 0.3798 -1.5272  -0.661
C: 2.6144 0.4874 1.0134  -0.648
C: 2.9216 -1.9481 -0.0837  -0.639
C: -2.1850 1.3876 1.1002  -0.415
N: -0.1137 0.2286 0.7797  -0.403
N: -1.2987 0.5443 0.2665  -0.042
H: 0.0430 -1.4332 -0.5531  0.146
H: -0.8974 0.0407 -1.7665  0.211
H: -3.2475 -0.1875 -2.3523  0.230
H: -3.1705 1.4444 -1.8085  0.203
H: -3.6959 0.4030 -0.7811  0.207
H: 2.2223 1.4659 0.6452  0.227
H: 3.7142 0.4019 0.8602  0.198
H: 2.2930 0.3899 2.1757  0.221
H: 3.6268 -1.9702 0.7487  0.219
H: 3.2711 -1.5344 -1.0294  0.224
H: 2.3038 -2.7424 -0.1735  0.218
H: -1.9737 2.3071 0.6288  0.223
H: -3.1414 0.8657 1.0243  0.219
H: -1.6477 1.2685 1.9865  0.243

(2)
Here is C27H17IN3O6RhS as an isolated structure from the Open Molecules 2025 dataset. Energies are from ωB97M-V with the def2-TZVPD basis set.

Output
total charge: 0
<S²>: 6.0421
spin multiplicity: 5
Kohn-Sham gap (alpha / beta): 6.229 / 5.402 eV
highest occupied orbital energy (alpha / beta): -7.26 / -8.36 eV

Last column: Mulliken spin population.
Cartesian coordinates (Å):
Rh: 0.0005 0.0256 0.5365  2.497
C: 2.4710 1.1555 2.4660  0.019
C: 2.2020 -0.2689 2.8318  0.018
C: 3.0555 -0.9378 3.7460  -0.026
C: 2.7976 -2.2308 4.0732  0.024
C: 1.6643 -2.8789 3.5258  -0.030
C: 1.3179 -4.2080 3.8758  0.158
C: 0.1840 -4.7872 3.3764  -0.055
C: -0.6493 -4.0532 2.5205  0.131
C: -0.3334 -2.7609 2.1244  -0.038
S: -1.3738 -1.9135 1.0711  0.777
C: 0.8642 -2.1542 2.6345  0.049
N: 1.1694 -0.8711 2.2787  0.073
H: 3.1413 1.6210 3.1854  0.002
H: 1.5357 1.7140 2.4275  -0.005
H: 2.9319 1.2081 1.4766  0.001
H: 3.8967 -0.4037 4.1631  0.001
H: 3.4340 -2.7746 4.7608  0.001
H: 1.9645 -4.7459 4.5578  0.007
H: -0.0867 -5.7976 3.6486  -0.001
H: -1.5677 -4.4909 2.1520  -0.003
I: 0.7546 2.5454 -0.6309  0.103
C: 1.8265 1.5128 -2.0821  -0.075
C: 2.5556 2.2648 -2.9588  0.022
C: 3.2879 1.6317 -3.9837  -0.008
C: 3.2527 0.2745 -4.0912  0.015
C: 2.4937 -0.5100 -3.1894  -0.009
C: 2.4650 -1.9213 -3.3369  0.046
C: 1.7305 -2.6872 -2.4871  -0.012
C: 0.9959 -2.0701 -1.4503  -0.018
C: 0.9833 -0.7138 -1.2316  0.298
C: 1.7508 0.0933 -2.1408  -0.112
H: 2.5708 3.3429 -2.8764  -0.006
H: 3.8638 2.2290 -4.6777  0.000
H: 3.8024 -0.2309 -4.8760  0.001
H: 3.0324 -2.3666 -4.1454  0.002
H: 1.7011 -3.7626 -2.6068  -0.002
H: 0.4183 -2.7183 -0.7986  0.030
O: -3.0958 1.9411 2.8249  0.011
C: -2.4480 1.7778 1.8065  -0.008
O: -1.2331 1.3427 1.7371  0.089
C: -3.0929 2.0674 0.4601  0.006
C: -2.9300 1.2215 -0.6300  0.061
C: -3.5322 1.5373 -1.8296  0.001
C: -4.2773 2.6781 -2.0396  -0.002
C: -4.4069 3.5014 -0.9345  0.002
C: -3.8592 3.2187 0.2999  0.001
N: -5.1892 4.7552 -1.0972  0.000
O: -5.2705 5.4882 -0.1362  0.000
O: -5.7495 4.9261 -2.1586  0.000
N: -3.3569 0.5918 -2.9706  -0.001
O: -2.5608 -0.3067 -2.8283  0.001
O: -4.0050 0.7997 -3.9683  0.000
H: -2.3488 0.3142 -0.5559  -0.038
H: -4.7305 2.9072 -2.9891  0.000
H: -4.0184 3.8775 1.1409  0.000

Listing ΔE to the lowest compared entry with this formula, charge and spin for the structures above in their given order: 5.0285; 0.0000 eV.